Record 1
Formula: C11H18N2S
Source: the OMol25 dataset
Level of theory: ωB97M-V/def2-TZVPD

Cartesian coordinates (Å):
S (-3.447742, 1.296140, -0.033061)
N (0.919668, -0.124543, -0.137601)
N (-0.304958, 0.293829, -0.054072)
C (-2.397967, 1.727154, -1.444676)
C (1.878117, 1.277658, 2.289905)
C (0.719634, -2.638476, 0.198808)
C (-3.034700, -0.881479, 1.618410)
C (1.947449, 0.932586, -0.199813)
C (-1.661366, -1.417745, -1.157702)
C (2.367978, 1.553099, 0.941723)
C (1.426917, -1.373079, -0.149800)
C (-1.416082, -0.476239, -0.220529)
C (2.432100, 1.297079, -1.570273)
C (-2.613949, -0.089852, 0.628083)
H (0.149882, -2.360886, 1.099939)
H (-2.773193, -1.837855, -1.251184)
H (0.810907, 1.076600, 2.277932)
H (2.585265, -1.320821, -0.154868)
H (-4.064992, -0.799632, 1.990539)
H (3.086823, 2.171637, -1.518527)
H (-0.977005, -1.608473, -1.902366)
H (3.034702, 0.374050, -2.022024)
H (3.189401, 2.322336, 0.879662)
H (-2.734904, 2.696712, -1.799643)
H (1.686259, 1.405196, -2.337786)
H (1.321372, -3.449498, 0.247379)
H (2.413837, 1.860316, 3.086551)
H (2.077793, 0.242548, 2.506854)
H (-2.618084, 1.021903, -2.228933)
H (-0.045152, -2.910201, -0.511937)
H (-1.250298, 1.593827, -1.060883)
H (-2.707701, -1.853905, 1.989894)

Forces on the atoms, in the same order (eV/Å):
-0.493 0.503 0.441
1.292 -2.360 -0.439
0.157 1.287 1.158
1.945 -0.582 0.985
0.389 -1.023 0.901
-2.093 3.591 -0.161
-1.932 -0.265 0.099
0.315 1.658 1.186
-3.684 0.053 1.381
0.456 0.021 -2.296
2.212 1.224 0.101
-0.853 -1.599 0.124
1.790 -2.478 -0.627
1.224 -0.995 -0.425
0.143 -0.803 0.107
2.798 0.911 0.199
-0.609 1.468 0.480
-2.193 -0.309 -0.136
0.332 0.807 0.043
-0.156 -0.238 -0.130
1.381 -0.661 -1.581
-0.800 1.851 1.012
-1.071 -0.857 -0.385
0.367 0.284 0.300
-0.756 0.450 0.075
2.260 -2.215 0.789
-1.327 -0.290 -0.726
1.032 -0.822 0.305
0.194 -0.274 -0.334
-0.547 0.119 -0.451
-2.869 1.098 -1.376
1.097 0.448 -0.617

electronic energy: -25508.3425 eV
HOMO-LUMO gap: 8.209 eV
M: 210.35 g mol⁻¹
E_HOMO: -7.51 eV
total charge: 0
ΔE to the lowest compared entry with this formula, charge and spin: 530.5 kJ/mol

=====

Record 2
Formula: C55H43ClN6P2Rb
Source: the OMol25 dataset
Level of theory: ωB97M-V/def2-TZVPD

Cartesian coordinates (Å):
Rb (0.033020, 0.949243, -0.704830)
Cl (3.826201, 3.702065, 4.483257)
P (-0.132477, -2.528429, -1.479503)
P (2.004398, -1.613119, 0.537814)
N (-2.864124, 1.003768, 0.112287)
N (0.219857, 1.458597, -3.461129)
N (-2.012676, 2.372464, -2.132101)
N (-0.115725, 2.215089, 2.062990)
N (-3.353395, 4.230942, 4.973043)
N (1.142125, -2.899861, -0.339903)
C (3.391366, -3.945763, 1.367396)
C (1.842589, 1.685993, -5.204239)
C (-2.267067, 4.156472, -5.398709)
C (-4.085742, 0.912395, 2.176180)
C (0.734624, 1.787042, 4.254674)
C (0.802666, 1.690007, 2.871514)
C (1.071190, 2.617434, -5.836085)
C (3.492142, -2.641968, 0.871941)
C (-0.622039, -3.993509, -3.773243)
C (-2.628061, 3.641011, -4.144367)
C (4.531265, -4.713097, 1.553422)
C (-4.041846, -3.755632, 0.672836)
C (-4.045136, -2.802741, -0.333910)
C (3.507213, 3.331237, 2.788022)
C (0.532011, -6.363090, -2.923819)
C (-1.653252, -3.984686, 0.453933)
C (-1.771420, 2.835400, -3.384070)
C (-4.383049, 4.329488, 0.785399)
C (-0.244267, -1.552160, 2.200329)
C (-1.292516, 3.007842, 3.984336)
C (-3.085683, 4.400287, -1.261250)
C (-3.255306, 2.299298, -0.058884)
C (-0.178903, 2.996244, -5.294971)
C (4.748331, -2.126028, 0.572013)
C (2.683166, 4.163177, 2.023504)
C (-0.548130, 2.413090, -4.052079)
C (-0.644983, -5.109568, -4.598478)
C (1.819620, -1.883355, 3.374965)
C (5.894270, -2.894916, 0.763631)
C (-3.258837, 0.354901, 1.182341)
C (-2.848654, -2.428717, -0.938926)
C (-1.047994, 3.890092, -5.962977)
C (-4.483420, 2.208393, 2.034363)
C (-0.336086, 2.442328, 4.822529)
C (-0.063852, -6.297433, -4.176522)
C (5.785661, -4.185961, 1.251168)
C (-0.035052, -4.052535, -2.511034)
C (-1.649895, -3.025853, -0.556739)
C (1.139831, -1.719016, 2.166324)
C (-0.265776, -1.824139, 4.585543)
C (-2.441152, 3.693452, 4.524597)
C (0.543835, -5.248567, -2.092961)
C (-3.861224, 5.024179, -0.277524)
C (-0.946381, -1.615763, 3.395235)
C (4.153177, 2.262575, 2.169602)
C (-1.125497, 2.885801, 2.610279)
C (-2.842617, -4.344111, 1.069771)
C (3.966219, 2.009844, 0.824294)
C (2.981485, 2.620510, -1.382862)
C (1.118991, -1.941407, 4.574790)
C (3.117572, 2.830692, -0.020462)
C (1.347009, 1.106453, -4.022193)
C (2.475111, 3.920749, 0.684791)
C (-2.787070, 3.025414, -1.236511)
C (-4.065951, 2.960247, 0.911713)
H (2.203874, 5.010126, 2.505010)
H (-5.093930, 2.694190, 2.789190)
H (-3.597330, 3.888096, -3.730309)
H (0.992743, -5.326435, -1.108073)
H (0.985540, -7.288068, -2.585931)
H (1.849939, 4.599529, 0.112642)
H (-0.789122, -1.376347, 1.279254)
H (2.390150, 3.291629, -2.001173)
H (-4.377618, 0.321522, 3.036145)
H (-4.988435, 4.812277, 1.545110)
H (1.644582, 1.207514, 2.386899)
H (2.898337, -1.974097, 3.385587)
H (1.866672, -3.384308, -0.862431)
H (-2.844278, -1.648242, -1.694655)
H (1.521922, 1.371503, 4.865997)
H (-4.972200, -2.323648, -0.628196)
H (6.868521, -2.481468, 0.530230)
H (-0.434363, 2.539197, 5.897632)
H (-2.671404, 4.998469, -2.059010)
H (-0.071219, -7.167080, -4.822645)
H (-4.970210, -4.032290, 1.159869)
H (-1.107673, -5.049521, -5.576435)
H (-0.809070, -1.866543, 5.522798)
H (-1.062584, -3.060158, -4.112711)
H (-4.048393, 6.090143, -0.358354)
H (2.804304, 1.382568, -5.599122)
H (1.398168, 3.075495, -6.763088)
H (-2.023661, -1.496769, 3.394073)
H (-2.837213, -5.080953, 1.865634)
H (1.912544, 0.325040, -3.522414)
H (1.659242, -2.083568, 5.503818)
H (6.676603, -4.786113, 1.400133)
H (2.415647, -4.350947, 1.608601)
H (-2.920467, -0.673867, 1.280267)
H (4.522455, 1.202110, 0.352799)
H (4.826162, -1.110826, 0.194887)
H (-1.848677, 3.336362, 1.935275)
H (-0.715535, -4.434233, 0.763816)
H (-2.967191, 4.800524, -5.921003)
H (-0.748757, 4.329654, -6.908327)
H (4.824521, 1.639691, 2.754559)
H (3.570770, 1.858773, -1.888487)
H (4.446941, -5.721724, 1.941592)

Forces on the atoms, in the same order (eV/Å):
0.137 0.405 0.149
-0.094 -0.072 -0.093
-0.026 -0.172 0.231
-0.214 -0.437 0.067
-0.133 0.057 0.074
-0.095 0.181 -0.275
-0.061 -0.133 0.081
-0.156 0.067 -0.024
-0.022 -0.019 -0.005
0.034 0.204 -0.136
0.100 -0.018 -0.002
-0.010 -0.023 -0.092
0.006 -0.050 0.066
-0.006 -0.032 0.040
0.066 -0.072 0.074
-0.015 0.171 -0.042
0.004 -0.004 0.018
-0.022 0.115 -0.002
-0.019 0.058 -0.058
0.051 -0.003 0.013
-0.003 0.048 -0.010
0.045 -0.010 0.002
0.019 0.037 0.012
0.047 -0.001 -0.079
0.007 0.045 0.040
-0.062 -0.076 0.017
-0.116 0.074 0.114
-0.032 0.036 0.026
0.072 0.042 -0.058
-0.115 0.105 0.047
-0.108 -0.068 0.190
-0.048 0.003 0.063
0.002 -0.172 0.072
0.026 0.102 0.014
-0.013 -0.051 -0.054
0.006 0.057 -0.073
0.001 -0.005 0.001
-0.129 -0.017 -0.005
-0.044 0.076 -0.019
-0.003 0.087 -0.127
0.051 0.025 -0.025
-0.019 0.036 0.002
-0.049 0.020 0.031
0.014 0.014 0.219
0.010 0.029 0.039
-0.063 -0.058 0.026
0.113 0.134 -0.078
0.004 0.047 -0.014
0.126 -0.081 0.073
0.078 0.052 0.038
0.229 -0.074 -0.100
-0.014 -0.116 -0.006
0.081 -0.086 -0.045
0.015 0.033 -0.057
0.002 0.044 -0.078
-0.120 -0.082 -0.210
0.027 0.024 -0.007
-0.183 0.040 -0.005
-0.126 -0.095 0.229
-0.007 0.033 -0.063
0.258 0.032 -0.063
-0.025 0.011 -0.004
0.129 -0.106 0.069
0.200 0.067 -0.276
0.046 -0.113 -0.124
-0.010 -0.021 -0.057
0.029 -0.023 -0.031
0.041 0.036 -0.043
-0.030 0.016 -0.050
-0.015 0.039 -0.015
-0.028 -0.040 0.057
-0.017 -0.018 0.045
0.069 -0.071 0.096
0.005 0.004 -0.014
0.046 -0.041 -0.045
0.007 -0.035 0.018
0.018 -0.027 -0.019
-0.020 -0.210 0.106
-0.011 -0.015 0.048
0.027 -0.016 0.004
0.065 -0.018 0.001
-0.059 -0.001 0.007
0.026 -0.024 -0.054
-0.035 0.028 -0.013
-0.003 0.022 0.024
0.045 0.000 -0.021
0.014 0.017 0.036
0.027 -0.018 -0.046
0.036 -0.060 0.015
0.021 -0.021 -0.025
-0.031 0.002 0.020
0.001 0.001 -0.010
0.037 0.011 -0.009
-0.001 0.034 -0.039
0.058 0.033 0.031
-0.014 0.025 -0.032
-0.057 0.026 -0.005
0.004 0.010 0.003
-0.023 0.019 -0.017
-0.058 0.041 0.070
0.012 -0.073 0.011
0.131 -0.068 0.051
-0.038 0.038 0.007
-0.011 -0.015 0.030
-0.006 -0.046 0.040
-0.023 0.008 -0.056
-0.078 0.052 0.075
-0.004 0.037 -0.018

electronic energy: -98431.4354 eV
HOMO-LUMO gap: 4.353 eV
M: 970.86 g mol⁻¹
E_HOMO: -2.53 eV
total charge: -1
ΔE to the lowest compared entry with this formula, charge and spin: 39.7 kJ/mol

=====

Record 3
Formula: H5N2OPS2
Source: the OMol25 dataset
Level of theory: ωB97M-V/def2-TZVPD

Cartesian coordinates (Å):
S (-2.416618, 0.959505, -1.080453)
S (0.391285, -0.108931, 3.005371)
P (-0.542543, 0.887156, -0.504692)
O (0.459610, 1.528275, -1.719055)
N (0.037067, -1.730266, 0.173987)
N (0.376162, -0.626503, -0.499943)
H (1.311470, -0.622793, -0.826424)
H (0.212205, 2.101313, -2.475313)
H (0.354757, -1.779434, 1.080344)
H (-1.003865, -1.719144, 0.264266)
H (0.820469, 1.110822, 2.581912)

Forces on the atoms, in the same order (eV/Å):
0.729 -0.458 0.605
0.067 0.544 -0.225
1.330 0.141 -2.434
-0.042 -0.273 1.040
-3.563 -1.118 -1.254
-1.045 2.239 -0.979
0.801 0.381 -0.388
-0.594 -0.631 1.097
1.460 0.103 2.736
0.982 -0.490 -0.367
-0.126 -0.436 0.169

electronic energy: -36065.5416 eV
HOMO-LUMO gap (spin up / spin down): 6.928 / 5.496 eV
M: 144.16 g mol⁻¹
E_HOMO (spin up / spin down): -8.85 / -8.28 eV
total charge: 0
ΔE to the lowest compared entry with this formula, charge and spin: 309.8 kJ/mol

=====

Record 4
Formula: C41H44BaF3N7O2S2Sb
Source: the OMol25 dataset
Level of theory: ωB97M-V/def2-TZVPD

Cartesian coordinates (Å):
Ba (-0.090196, 0.827706, -0.058579)
Sb (0.194984, 1.746918, -2.691977)
S (-2.719272, 0.378239, -2.190186)
S (3.075577, -0.889767, -1.672990)
F (4.253735, -3.734846, -1.945033)
F (4.723248, -2.745773, -3.804846)
F (3.939403, -4.732229, -3.806065)
O (-3.989792, 0.980448, -2.509172)
O (-1.817923, 0.208406, -3.325461)
N (2.971996, 1.908306, 1.212526)
N (-0.766375, 2.847677, -0.301654)
N (0.804525, 2.622909, 2.774631)
N (2.535331, -2.954197, 1.754069)
N (1.992259, 3.026408, 3.012177)
N (-1.979529, 1.017100, -0.967447)
N (0.697063, -1.505788, -2.524115)
C (-3.980495, -1.982905, -2.447643)
C (0.157587, -3.294405, -4.018396)
C (-2.579192, 3.733012, 3.522202)
C (-1.933849, -2.408402, 3.983423)
C (-1.104569, 5.601556, 3.857777)
C (4.081462, 1.517509, 0.617471)
C (-0.376226, -1.373281, 2.375878)
C (-4.289325, -3.302998, -2.173425)
C (-1.507656, 2.939474, 3.169053)
C (3.025907, -1.667369, 2.201703)
C (-0.670944, 4.122514, 0.010935)
C (1.475186, 3.495844, -2.367841)
C (1.999941, -1.864672, -2.529580)
C (-0.166442, -2.200536, -3.230034)
C (-3.069517, 3.177761, -0.814286)
C (-0.499907, -3.806102, 2.716388)
C (-2.393731, -1.961838, -0.640638)
C (1.214736, -2.914351, 1.135200)
C (-2.386387, 5.067964, 3.866138)
C (0.063997, -2.684947, 2.100193)
C (-2.945842, 4.510309, -0.523756)
C (2.406567, -3.016232, -3.263725)
C (-3.986575, -5.404409, -0.833153)
C (3.810262, -3.524366, -3.191774)
C (0.841889, 1.410045, -4.652535)
C (1.479333, -3.716854, -4.011278)
C (-1.717329, 5.010495, -0.088096)
C (5.340096, 1.565938, 1.204897)
C (-3.658684, -3.966881, -1.122660)
C (4.292477, 2.440114, 3.155777)
C (5.437990, 2.017269, 2.518420)
C (3.063305, 2.403285, 2.457681)
C (-1.935589, 2.342629, -0.717468)
C (-3.047272, -1.315055, -1.671809)
C (-0.204200, 3.465083, 3.170495)
C (-1.360850, -1.292407, 3.378314)
C (-2.708542, -3.286919, -0.371773)
C (-0.021533, 4.817027, 3.522716)
C (-1.525074, -3.680252, 3.636138)
C (2.656444, -3.955630, 2.789804)
C (-1.349732, 3.023490, -3.319953)
H (-3.797218, 5.170090, -0.629874)
H (-2.184321, -3.768859, 0.441173)
H (-1.362404, 3.982874, -2.803814)
H (3.962671, 1.136258, -0.386372)
H (1.085048, -3.874255, 0.623024)
H (4.308955, 2.793079, 4.174989)
H (-1.696636, -0.317500, 3.703168)
H (2.798712, -0.917932, 1.431269)
H (-2.725081, -2.283203, 4.708645)
H (1.660438, 3.870122, -3.372756)
H (0.961440, 2.384529, -5.117923)
H (-1.156284, 3.182002, -4.375447)
H (-1.993595, -4.556364, 4.062406)
H (0.309195, 4.422200, 0.358510)
H (1.196560, -2.062363, 0.431503)
H (3.700301, -4.007219, 3.098313)
H (2.041230, -3.744190, 3.677748)
H (-1.593378, 6.049800, 0.171968)
H (-4.448605, -1.450024, -3.264361)
H (2.548381, -1.328072, 3.134059)
H (-3.986533, 2.736216, -1.166225)
H (-3.580581, 3.320218, 3.518941)
H (2.424857, 3.249318, -1.897864)
H (4.102013, -1.768647, 2.347741)
H (-0.597839, -3.808040, -4.594168)
H (1.782100, -4.597706, -4.562450)
H (-1.188429, -1.860654, -3.176241)
H (-1.636478, -1.456489, -0.052574)
H (-1.584929, 1.897100, 2.866550)
H (-2.324798, 2.555445, -3.233009)
H (-5.023131, -5.509844, -0.511264)
H (-3.227112, 5.687078, 4.145900)
H (0.063736, 0.860714, -5.166264)
H (6.397801, 2.033890, 3.019711)
H (-0.150223, -4.795880, 2.454352)
H (-3.850505, -6.007016, -1.730604)
H (-3.340684, -5.790969, -0.049015)
H (1.774929, 0.863413, -4.701363)
H (-5.018130, -3.829090, -2.779343)
H (2.375709, -4.928388, 2.386360)
H (-0.959164, 6.644161, 4.106971)
H (0.993073, 4.295791, -1.805761)
H (6.210119, 1.259366, 0.645823)
H (0.976038, 5.227019, 3.510912)

Forces on the atoms, in the same order (eV/Å):
10.004 -9.773 8.652
2.068 1.618 -3.324
-1.211 -2.202 -1.176
0.390 0.813 0.523
-0.100 0.098 0.139
-0.054 0.312 -0.044
-0.233 -0.212 -0.218
-0.280 0.243 -0.015
-0.588 0.145 0.176
-0.669 0.538 0.608
-2.144 4.051 -0.695
3.439 -0.636 -1.049
0.108 0.011 -0.035
-3.669 0.888 1.209
-4.739 -0.105 -2.155
-0.096 0.099 0.382
-0.206 0.027 -0.197
0.071 -0.048 -0.002
-0.366 0.152 0.037
-0.235 0.351 0.135
-0.099 0.088 0.006
0.490 -0.250 -0.329
0.019 0.530 -0.344
0.141 0.137 0.044
1.024 -0.206 -0.297
-0.400 -0.014 -0.195
-0.153 1.431 0.354
0.144 0.010 -0.369
0.034 -0.112 -0.248
-0.373 -0.523 -0.481
0.059 -0.112 0.048
0.039 0.072 -0.183
-0.001 0.275 -0.151
-0.411 0.431 0.190
0.069 -0.311 -0.037
-0.102 -0.192 0.100
0.033 -0.028 0.087
-0.232 -0.075 0.083
0.037 0.104 0.008
0.471 -0.250 0.060
0.222 0.025 -0.417
-0.025 0.076 0.113
0.152 -0.080 0.067
-0.128 0.157 0.380
0.085 -0.024 0.006
-0.879 0.130 -0.121
0.028 -0.312 -0.475
2.059 -1.412 -1.164
-2.656 2.595 0.238
-0.013 0.684 0.224
-1.531 1.482 1.062
0.261 -0.452 -0.266
0.121 0.134 0.045
0.206 -0.527 -0.170
0.046 -0.090 -0.052
0.097 0.170 -0.211
-0.520 0.634 -0.520
-0.036 -0.015 0.031
0.011 -0.120 0.104
0.125 0.028 -0.065
0.001 -0.046 -0.130
-0.024 0.109 -0.247
-0.031 0.145 0.058
-0.257 0.272 0.110
0.289 -0.197 0.158
-0.155 0.039 0.197
0.230 0.181 -0.071
0.068 0.082 -0.175
-0.102 0.220 -0.242
-0.026 -0.080 0.116
0.025 0.183 0.004
0.247 -0.588 -0.071
0.119 -0.034 0.076
-0.014 -0.049 0.023
0.067 0.055 0.042
-0.122 -0.055 -0.017
0.039 0.031 0.067
-0.096 0.059 0.023
0.038 -0.028 0.000
0.092 -0.056 0.023
0.124 0.266 0.050
-0.056 -0.021 0.010
0.014 0.044 -0.015
0.005 -0.119 -0.130
-0.107 -0.239 0.222
-0.301 0.058 0.155
0.008 0.260 -0.198
-0.037 -0.031 0.017
-0.067 0.009 -0.038
-0.141 -0.185 -0.133
-0.057 0.039 0.051
0.094 -0.209 -0.081
-0.005 -0.099 -0.007
0.008 -0.082 0.035
0.161 -0.149 0.058
-0.006 0.034 -0.016
-0.071 -0.108 0.039
0.050 0.027 0.032
-0.034 -0.148 -0.038
0.030 -0.078 -0.040
0.097 0.032 -0.023

electronic energy: -94806.8331 eV
HOMO-LUMO gap: 4.428 eV
M: 1047.07 g mol⁻¹
E_HOMO: -3.72 eV
total charge: -1
ΔE to the lowest compared entry with this formula, charge and spin: 818.3 kJ/mol